a) Computed, not measured: an isolated molecule of C5H14N2, with the ωB97M-V functional and the def2-TZVPD basis.

XYZ file:
```
21
Properties=species:S:1:pos:R:3
N 1.38591 1.80668 0.51593
N -0.45037 -0.49311 -0.43965
C 0.12163 -2.23721 -2.07549
C -0.00409 2.25092 0.70524
C -0.46975 -0.22724 1.02595
C -0.88840 1.17925 1.40159
C 0.29146 -1.74715 -0.65450
H -0.33701 2.70565 -0.23046
H 0.25503 -1.33797 -2.67514
H -0.94568 -2.38108 -2.29040
H 0.69144 -3.09747 -2.40156
H 1.63886 1.43795 -0.38807
H 0.55114 -0.36591 1.36872
H 0.09022 3.07070 1.42332
H -1.39831 -0.74964 -0.71432
H -1.91746 1.32027 1.05024
H 2.07341 2.49893 0.75482
H 0.01161 -2.50831 0.09724
H -1.21359 -0.92862 1.42578
H -0.81703 1.38735 2.46854
H 1.33096 -1.58399 -0.36778
```

Structure (SMILES): CCNCCCN


b) Computed, not measured: an isolated molecule of C5H14N2, with the ωB97M-V functional and the def2-TZVPD basis.

XYZ file:
```
21
Properties=species:S:1:pos:R:3
N 1.27529 -0.08322 -1.43619
N -1.06419 0.86316 1.36209
C 1.82628 -0.22899 0.97314
C 0.93627 0.39655 -0.10445
C -1.38767 1.00219 -1.00049
C -1.07369 -1.26546 0.00848
C -0.70532 0.21647 0.11622
H -0.34799 0.24559 1.86582
H -0.54832 -1.85642 0.75743
H 2.87681 -0.03418 0.75308
H 2.16513 0.29611 -1.73867
H 1.10120 1.47941 -0.10605
H -2.45946 0.80661 -0.99473
H 1.32935 -1.09577 -1.44653
H -0.98398 0.71250 -1.96593
H 1.66607 -1.30561 1.03209
H -0.83978 -1.65106 -0.98046
H -2.14352 -1.38184 0.18501
H 1.61098 0.21003 1.94479
H -1.22514 2.06757 -0.85806
H -2.00832 0.60634 1.63339
```

Structure (SMILES): C[C@@H](N)C(C)(C)N


Most stable structure: b)


a) Computed, not measured: an isolated molecule of C5H14N2, with the ωB97M-V functional and the def2-TZVPD basis.

XYZ file:
```
21
Properties=species:S:1:pos:R:3
N -1.43180 -1.36125 -0.21028
N 1.42467 -0.30799 -0.74519
C -2.00459 -0.36247 0.75608
C 1.43722 -0.21819 -2.18558
C -1.15761 0.88342 1.15381
C 0.33707 0.57460 1.28428
C 1.23416 0.87060 0.08246
H -1.38668 1.52289 0.29898
H 1.19524 0.79272 -2.51622
H -1.61076 1.37852 2.00844
H 0.46823 -0.48729 1.53865
H 0.94301 1.70456 -0.55290
H 2.40843 -0.45551 -2.63090
H -1.18315 -2.24402 0.24886
H -0.43630 -1.07955 -0.25737
H 0.69963 0.96172 2.24152
H 2.18313 1.13048 0.57011
H 0.80051 -0.97206 -2.65021
H 2.25115 -0.82869 -0.46694
H -2.20667 -0.91542 1.68343
H -2.92760 -0.04835 0.26653
```

Structure (SMILES): CNCCCCN


b) Computed, not measured: a structure of composition C5H14N2, with the ωB97M-V functional and the def2-TZVPD basis.

XYZ file:
```
21
C5H14N2 the ωB97M-V functional and the def2-TZVPD basis
N 0.09177 1.84219 -0.44437
N 0.78090 0.50487 2.64014
C 1.60130 0.43340 1.44467
C -0.28221 0.92718 -1.31210
C -0.37437 -0.42940 -0.80427
C -1.57607 -0.66094 0.12157
C -0.24151 -1.52356 -1.85381
H -2.49356 -0.73984 -0.46553
H -1.15159 -1.60825 -2.45220
H -0.26886 1.10617 -2.38784
H 0.59367 -1.33058 -2.52815
H 2.48403 1.06383 1.57382
H -0.07301 -2.48902 -1.37510
H 0.25876 2.76848 -0.82247
H 0.35392 1.41915 2.74193
H 0.88017 1.29544 0.48232
H -1.45356 -1.59216 0.67724
H 0.02321 -0.16596 2.59768
H 2.00612 -0.57516 1.35956
H -1.69126 0.15697 0.83075
H 0.53216 -0.40283 -0.02382
```


c) Computed, not measured: an isolated molecule of C5H14N2, with the ωB97M-V functional and the def2-TZVPD basis.

XYZ file:
```
21
Properties=species:S:1:pos:R:3
N -0.22264 -0.04612 -0.53039
N 3.08519 -0.02974 -0.48551
C 0.77265 0.99333 -0.50249
C 2.03210 0.60248 -1.27325
C -0.90028 -0.51048 1.79220
C -2.47757 -0.81155 -0.14329
C -1.31324 0.00616 0.40996
H -2.10058 -1.73958 -0.57073
H -0.53169 -1.53228 1.71719
H -3.18266 -1.02704 0.65269
H 3.31395 0.53396 0.32794
H -0.08107 0.10293 2.17148
H -0.40940 -0.49155 -1.41080
H 0.38365 1.95624 -0.85112
H 1.05614 1.14322 0.54148
H 1.78542 -0.10956 -2.05695
H -3.05219 -0.27042 -0.89597
H 2.77417 -0.93010 -0.13279
H -1.73653 -0.39566 2.47684
H -1.63519 1.04914 0.49688
H 2.43978 1.50661 -1.73337
```

Structure (SMILES): CC(C)NCCN


Most stable structure: c)


a) Computed, not measured: an isolated molecule of C5H14N2, with the ωB97M-V functional and the def2-TZVPD basis.

XYZ file:
```
21
Properties=species:S:1:pos:R:3
N -0.45620 0.54802 -0.18258
N 0.17600 -1.91204 1.27856
C 0.94418 0.47349 -0.61325
C -1.38437 0.75019 -1.26843
C 1.90764 -0.13091 0.42448
C 1.53970 -1.45515 1.17661
C -2.58494 1.55768 -0.83879
H 2.78044 -0.47341 -0.13653
H -0.96649 1.19001 -2.19550
H 2.17291 -2.25816 0.77444
H 1.27823 1.51641 -0.71551
H -2.30152 2.57320 -0.52792
H -3.24266 1.70378 -1.67320
H -0.63554 1.28517 0.48358
H -3.09205 1.16399 0.04501
H -0.24171 -1.89274 2.19554
H -1.66914 -0.17609 -1.78799
H 2.20189 0.57267 1.20177
H 2.03098 -1.40424 2.15294
H -0.38510 -1.32307 0.67457
H 1.06011 -0.04978 -1.56008
```

Structure (SMILES): CCNCCCN


b) Computed, not measured: an isolated molecule of C5H14N2, with the ωB97M-V functional and the def2-TZVPD basis.

XYZ file:
```
21
Properties=species:S:1:pos:R:3
N -0.80979 0.65164 0.45499
N -3.19284 0.41526 0.76610
C 0.24731 -0.27886 0.05850
C 1.54654 0.44747 0.43285
C -2.08091 0.07679 -0.10863
C 0.18704 -0.44004 -1.54083
C 2.73798 -0.43284 0.60268
H 1.27288 0.75379 1.40801
H 0.20343 -1.31637 0.46172
H 3.06281 -0.59898 -0.37454
H 1.90426 1.16897 -0.22667
H -3.94231 0.67862 0.21610
H -2.18206 -1.04271 -0.16572
H -2.91393 1.25043 1.31331
H -0.65996 -1.16017 -1.81974
H 1.11953 -0.71988 -1.91563
H 2.75501 -1.39104 1.22841
H -1.95055 0.41247 -1.19351
H 3.55424 0.21755 1.02139
H -0.78157 0.81950 1.43823
H -0.07710 0.48839 -2.05704
```

Structure (SMILES): CC[C@H](C)NCN


c) Computed, not measured: an isolated molecule of C5H14N2, with the ωB97M-V functional and the def2-TZVPD basis.

XYZ file:
```
21
Properties=species:S:1:pos:R:3
N 1.44380 0.51349 -0.25348
N -1.85051 -0.11369 -1.88771
C 0.20720 -0.23444 -0.51785
C -0.57410 -0.65403 0.73844
C -0.68667 0.59631 -1.45010
C 1.39006 1.60677 0.68511
C 0.03951 -1.72464 1.61789
H -0.04490 0.93156 -2.27523
H 2.18107 -0.15149 -0.06978
H 0.00856 -1.47306 2.66961
H -2.66602 0.43160 -2.11245
H 0.44711 2.15857 0.60073
H 1.11006 -1.83142 1.41192
H -1.60497 -0.82076 0.41990
H -1.67642 -0.78182 -2.62299
H 1.51099 1.33431 1.74594
H 0.53960 -1.11993 -1.07455
H -0.66780 0.27797 1.31786
H -0.97065 1.49310 -0.89376
H -0.34318 -2.73349 1.44937
H 2.20726 2.29510 0.50111
```

Structure (SMILES): CC[C@@H](CN)NC


Most stable structure: c)


a) Computed, not measured: an isolated molecule of C5H14N2, with the ωB97M-V functional and the def2-TZVPD basis.

XYZ file:
```
21
Properties=species:S:1:pos:R:3
N -0.45680 1.49618 2.80976
N -0.96814 -0.50760 -0.55198
C 1.51293 -1.00945 -1.22736
C -0.09676 -1.43709 -1.34399
C -1.09677 1.17236 1.38778
C 1.75046 0.30047 -2.03770
C -0.76274 -0.32672 0.90873
H -1.70021 -0.91021 1.25884
H 0.04246 -0.91658 1.26872
H 0.98019 1.10779 -1.94032
H -0.41896 1.86193 0.68455
H -0.88984 0.34624 -0.97159
H -2.18188 1.28238 1.49643
H -1.41959 1.64440 3.40275
H 2.12399 -1.77467 -1.56037
H 0.16779 2.23299 2.89032
H -0.45772 -2.41469 -1.07168
H 1.67307 0.02828 -3.07523
H -0.32896 -1.23494 -2.41188
H 2.70719 0.49531 -1.70176
H 1.83433 -0.86575 -0.19801
```

Structure (SMILES): CCCNCCN


b) Computed, not measured: an isolated molecule of C5H14N2, with the ωB97M-V functional and the def2-TZVPD basis.

XYZ file:
```
21
Properties=species:S:1:pos:R:3
N -1.53114 1.04535 1.27198
N 0.84099 1.60106 -1.57452
C 0.46379 0.19638 -1.87312
C -0.54996 -1.14996 0.89569
C 0.97479 -0.55058 0.46948
C 1.17741 -0.80549 -0.99740
C -1.20509 -0.22145 1.93499
H 2.20629 -0.84908 -1.26504
H -0.66342 0.12151 -1.61755
H -2.03167 -0.74109 2.25957
H -0.44609 0.07470 2.78809
H 1.68525 -1.14343 1.07366
H 1.42479 2.05413 -2.27824
H -0.14591 2.13622 -1.68643
H 1.20276 0.39906 0.95831
H 0.63771 -0.19374 -2.87518
H -1.16457 -1.04514 0.00973
H -2.36995 1.47470 1.52852
H 0.77181 -1.93452 -1.04332
H -0.49575 -2.17582 0.97719
H -0.78204 1.70717 1.04361
```

Structure (SMILES): NCCCCCN


Most stable structure: b)


a) Computed, not measured: an isolated molecule of C4H8ClN, with the ωB97M-V functional and the def2-TZVPD basis.

XYZ file:
```
14
Properties=species:S:1:pos:R:3
Cl -0.35609 1.56246 0.04339
N 2.22054 -0.31797 0.25444
C -0.88201 -1.13441 0.85208
C -0.26411 -0.26115 -0.25228
C 1.13865 -0.65803 -0.65293
C -1.69332 -0.89690 -0.41454
H 1.34688 -0.11797 -1.63049
H 2.12207 0.69137 0.50500
H 1.97617 -0.76994 1.16013
H -1.65567 -1.77346 -1.11110
H -1.08212 -0.50479 1.66616
H -0.67785 -2.17867 1.12244
H -2.55183 -0.28222 -0.52383
H 1.23684 -1.69738 -0.90102
```

Structure (SMILES): NCC1(Cl)CC1


b) Computed, not measured: an isolated molecule of C4H8ClN, with the ωB97M-V functional and the def2-TZVPD basis.

XYZ file:
```
14
Properties=species:S:1:pos:R:3
Cl 2.37704 -0.52847 -0.21081
N -0.49117 -1.96184 -0.00265
C -0.72674 0.58075 -0.63176
C 0.94193 0.14380 0.59551
C -0.38553 -0.55526 0.35556
C 0.39398 1.40851 -0.00159
H -1.49266 -2.01475 -0.20728
H -0.38780 0.26762 -1.60773
H 0.00984 2.05599 0.79171
H -1.74909 0.91938 -0.52253
H 0.09538 -2.07698 -0.86385
H -0.90294 -0.41953 1.32362
H 1.00766 2.02978 -0.62275
H 1.31010 0.15099 1.60454
```

Structure (SMILES): N[C@@H]1CC[C@@H]1Cl


c) Computed, not measured: a structure of composition C4H8ClN, with the ωB97M-V functional and the def2-TZVPD basis.

XYZ file:
```
14
C4H8ClN the ωB97M-V functional and the def2-TZVPD basis
Cl 1.73738 -1.16611 0.27023
N -0.56475 0.71995 -0.91069
C -1.06190 2.12546 -1.10501
C 0.25300 -0.53898 1.30378
C -1.46907 -0.40217 -0.41743
C -0.71104 0.34659 0.50604
H -0.32107 2.73205 -0.42258
H -1.44227 -1.56070 -0.80947
H -1.18646 1.18250 0.98107
H -0.28737 -1.76500 1.77754
H 0.83455 0.08261 2.02093
H -0.73936 2.75932 -2.20480
H -2.09181 2.29187 -0.98196
H -2.41436 -0.12370 -0.30419
```


Most stable structure: b)


a) Computed, not measured: a structure of composition C4H8ClN, with the ωB97M-V functional and the def2-TZVPD basis.

XYZ file:
```
14
C4H8ClN the ωB97M-V functional and the def2-TZVPD basis
Cl 0.37071 -1.29815 2.72130
N 0.13485 1.44852 -1.06533
C 0.08646 -1.45175 0.94959
C -0.21386 1.17809 0.33101
C 0.06803 0.01984 -1.27873
C 0.47641 -0.19228 0.18893
H 0.67395 -0.41028 -2.08048
H 1.53544 -0.05649 0.17185
H -1.03574 -1.58111 0.71627
H 0.72350 -2.30212 0.59403
H -0.61779 1.97858 -1.47235
H -1.01040 -0.29035 -1.34473
H -1.33574 1.02432 0.48441
H 0.14418 1.93319 1.08422
```


b) Computed, not measured: a cluster of 2 separate species, C4H8ClN in total, with the ωB97M-V functional and the def2-TZVPD basis.

XYZ file:
```
14
C4H8ClN the ωB97M-V functional and the def2-TZVPD basis
Cl 2.10824 -0.74977 0.31749
N -0.36860 2.15457 -0.78251
C 0.45166 -0.44608 0.15047
C -0.14187 -0.82446 -1.18938
C -0.36436 -0.95245 1.31134
C 0.23776 1.73625 0.22603
H -0.34726 3.13133 -0.97362
H 0.44534 -1.60395 -1.59991
H 0.77348 1.86979 1.11474
H 0.00041 0.06467 -1.84262
H -0.51215 -1.97093 0.93680
H -1.17601 -0.96476 -1.25395
H 0.21963 -1.09095 2.25947
H -1.32628 -0.35325 1.32565
```


Most stable structure: a)